Record 1
This record from the Open Molecules 2025 dataset describes a structure of composition C11H14BN7Pt in a non-equilibrium geometry. The level of theory is ωB97M-V/def2-TZVPD.

Multiplicity ... 5
E_HOMO (spin up / spin down) ... -16.35 / -16.06 eV
Energy relative to the best compared isomer or geometry (same formula, charge and spin) ... 0.00 kcal/mol
Orbital gap (spin up / spin down) ... 9.0 / 4.0 eV
Calculated total energy ... -954.19745 Ha
Total charge ... +2

Each line ends with the Mulliken charge.
Geometry (Å):
N: -0.122850 0.807421 -1.892399  -0.25
Pt: 0.187904 0.070799 -0.060538  0.99
H: 1.542694 5.060333 -0.021473  0.52
C: 4.526315 0.582080 -1.390820  -0.90
C: 0.021574 1.819236 -3.827805  -0.02
H: 0.259906 4.626526 2.330226  0.49
N: 1.018629 3.027428 -0.393325  0.06
H: 0.897216 -2.292461 1.721217  -0.07
N: 2.356076 0.560855 -0.871759  -0.39
H: -1.576088 -0.643416 -2.312713  0.50
H: 4.382036 2.536584 -2.484476  0.46
C: 1.060930 4.171197 0.328912  0.01
B: 1.508493 2.751069 -1.835523  -0.02
C: 3.952336 1.715261 -1.916164  -0.17
C: 0.057325 2.577169 1.555900  0.03
H: -0.486654 1.993631 2.281351  0.51
H: 1.834862 3.733336 -2.443322  0.03
C: 1.256436 -2.330082 2.773697  -0.78
N: -1.553741 -2.138095 1.042606  -0.39
N: 0.451697 1.866024 -2.550674  0.00
C: -0.975092 0.174549 -2.715049  0.06
H: 0.954491 -1.439466 3.351710  0.23
C: -0.845211 -1.312924 0.574396  0.39
N: 2.643147 1.700575 -1.583197  0.38
H: 3.492904 -1.072005 -0.221594  0.50
C: 0.425863 3.934202 1.555949  -0.83
H: 2.357263 -2.425617 2.796996  0.28
H: 0.430485 2.464863 -4.571084  0.53
C: 3.502813 -0.141703 -0.758061  -0.23
C: -0.901496 0.799431 -3.945042  -0.87
H: 0.847602 -3.226646 3.276262  0.30
H: 5.548436 0.279637 -1.449750  0.45
N: 0.453012 2.045626 0.382950  -0.25
H: -1.447313 0.492764 -4.824643  0.46

Cartesian forces, eV/Å:
-1.14 0.03 -1.00
3.52 1.28 -0.16
0.06 0.30 -0.32
0.09 -0.70 0.18
1.64 1.25 2.07
-0.14 0.77 0.76
-0.15 2.82 0.87
0.46 -0.14 1.04
0.51 -0.21 0.03
0.23 0.24 -0.48
-0.14 -0.26 0.18
0.25 -1.97 -2.09
1.46 -1.58 0.16
-0.47 0.05 0.30
0.52 0.71 -0.89
0.12 -0.02 0.07
-0.18 -0.33 0.23
0.35 -0.28 -0.03
0.74 0.95 -0.64
-0.82 0.35 -1.49
-0.16 0.14 -0.54
0.07 -0.32 -0.37
-3.10 -2.92 1.16
0.08 0.37 -0.16
0.20 -0.16 0.01
-0.61 -1.64 0.83
-0.49 0.14 -0.04
0.06 0.50 -0.33
-0.89 1.33 -0.30
-1.81 -2.38 -0.31
0.06 0.48 -0.38
0.34 -0.04 -0.10
-0.73 1.05 1.79
0.05 0.19 -0.08

=====

Record 2
This record from the Open Molecules 2025 dataset describes a structure of composition C11H14BN7PtS in a non-equilibrium geometry. The level of theory is ωB97M-V/def2-TZVPD.

Multiplicity ... 5
E_HOMO (spin up / spin down) ... -13.07 / -12.67 eV
Energy relative to the best compared isomer or geometry (same formula, charge and spin) ... 33.88 kcal/mol
Orbital gap (spin up / spin down) ... 4.8 / 2.2 eV
Calculated total energy ... -1352.33029 Ha
Total charge ... +2

Each line ends with the Mulliken charge.
Geometry (Å):
N: -0.021899 0.666095 -3.539563  0.27
H: 0.780344 2.331070 -4.965281  -0.04
H: 5.582180 1.050244 -4.226702  0.45
H: -1.146488 5.599983 -1.771220  0.42
H: -0.673487 -1.100062 3.957998  0.25
C: -0.779667 -0.105425 -4.347817  -0.13
C: 4.599120 1.174264 -3.851954  -0.64
C: 3.452120 1.626448 -4.517653  0.02
C: -0.603496 4.671644 -1.884222  -0.82
H: 4.714160 0.428815 -1.715956  0.50
H: -1.389478 -2.715600 3.414064  0.26
N: 0.324714 2.856455 -2.777113  0.11
H: 3.296174 2.017354 -5.507275  0.49
H: -2.055806 -1.864558 -3.887102  0.41
C: -1.653051 -3.971059 7.273551  0.41
C: -1.571836 -1.704374 3.790941  -0.94
H: -2.042320 -1.895875 4.708669  0.22
N: -0.245876 0.280812 -2.222987  -0.51
C: -0.151022 4.089700 -3.070033  -0.08
C: -0.886782 -0.935824 -2.281413  -0.15
H: -0.962149 0.158536 -5.394069  0.45
N: -0.720334 -4.165569 6.551976  -0.33
C: 4.173979 0.833212 -2.554651  -0.12
S: -2.876675 -3.840751 8.306132  -0.08
H: -2.272328 -1.150638 3.166064  0.22
Pt: -1.122550 1.132759 -0.651294  0.92
B: 0.908078 1.888559 -3.850235  0.08
N: 2.882243 1.097411 -2.444766  -0.58
H: -1.002204 -1.497909 -1.372994  0.64
H: -0.220479 4.450495 -4.090935  0.45
C: -1.339877 -1.118887 -3.569136  -0.85
C: -0.330381 3.768206 -0.873469  -0.10
N: -0.029686 2.557033 -1.472263  -0.29
N: 2.420724 1.564641 -3.646538  0.54
H: -0.427934 3.794662 0.193832  0.57

Cartesian forces, eV/Å:
-1.09 0.41 0.37
-0.11 -0.13 0.39
0.66 0.10 -0.48
0.43 0.10 -0.06
-0.07 -0.42 -0.11
0.02 -0.11 0.62
1.04 -0.96 1.45
-3.36 0.79 0.41
-0.21 0.63 1.05
0.15 0.03 -0.04
0.35 0.43 -0.37
-0.68 0.85 -0.61
0.16 -0.05 -0.23
0.35 -0.05 -0.13
2.23 -0.72 -1.45
0.39 0.02 -0.87
-0.66 0.11 1.46
1.78 -4.01 -1.93
0.22 -1.02 0.84
-0.12 1.78 -0.74
0.53 -0.37 0.40
-1.80 0.58 1.18
-0.74 0.32 -0.27
-0.43 0.16 0.26
-0.01 -0.12 -0.15
0.18 0.77 0.34
-1.14 -0.67 0.40
0.38 -0.48 1.07
-0.24 -0.28 0.08
0.34 -0.03 0.20
-0.51 -0.70 -0.73
-1.10 0.01 -1.48
1.92 2.56 0.46
1.32 0.24 -1.58
-0.20 0.25 0.25

=====

Record 3
This record from the Open Molecules 2025 dataset describes a structure of composition C11H14Br12N2O3 in a non-equilibrium geometry. The level of theory is ωB97M-V/def2-TZVPD.

E_HOMO ... -8.55 eV
Energy relative to the best compared isomer or geometry (same formula, charge and spin) ... 48.07 kcal/mol
Orbital gap ... 7.6 eV
Calculated total energy ... -31650.86573 Ha

Each line ends with the Mulliken charge.
Geometry (Å):
O: -6.507450 -14.422170 12.274420  -0.49
H: -8.818240 -10.972470 14.272140  0.71
H: -13.581810 -11.827340 15.033390  0.36
H: -8.216000 -10.829690 16.870360  0.22
C: -7.652790 -13.919790 12.822330  0.44
Br: -1.391350 -10.413550 13.957490  -0.09
Br: -13.223090 -19.403300 11.305690  -0.04
Br: -4.036970 -10.401070 11.901320  0.06
C: -6.075810 -10.897930 8.757360  -0.40
Br: -13.451050 -14.250670 15.249010  -0.05
C: -9.875790 -14.175270 13.710730  -0.19
C: -3.272040 -11.044920 13.531650  -0.34
H: -9.869140 -13.697560 17.227150  0.16
H: -9.130290 -12.548280 16.225860  0.14
C: -14.166180 -12.607280 14.545230  -0.24
C: -8.730300 -12.009390 13.983230  -0.56
Br: -7.124310 -10.898910 10.499220  0.06
H: -3.830250 -10.609670 14.360540  0.42
Br: -5.903750 -12.793940 7.979120  -0.03
H: -7.302350 -10.973320 18.406070  0.20
O: -8.355830 -12.835080 19.295710  -0.68
H: -10.650810 -14.832580 14.076350  0.35
C: -9.849510 -12.870540 14.156200  0.10
C: -12.812870 -17.499790 11.866160  -0.30
H: -6.754900 -11.982580 13.153570  0.51
H: -5.730040 -13.924300 12.537770  0.17
H: -5.102620 -10.430350 8.906920  0.41
Br: -14.288520 -16.153620 11.344510  -0.02
Br: -3.211590 -13.014970 13.697690  -0.03
H: -11.596450 -12.980130 15.012010  -0.06
Br: -11.056990 -16.774340 11.429690  0.07
N: -8.003280 -11.282370 17.747820  -0.36
Br: -13.847200 -12.462910 12.543490  -0.01
Br: -16.078540 -12.290300 15.052700  -0.05
C: -8.718700 -14.729030 13.093490  -0.91
N: -9.258290 -12.895580 17.165600  -0.17
H: -12.900950 -17.479600 12.952410  0.34
O: -10.943400 -12.318040 14.773780  -0.36
C: -7.656090 -12.565910 13.271870  -0.49
H: -8.840730 -15.786510 12.911170  0.66
Br: -7.107050 -9.890100 7.381580  -0.04
C: -8.604500 -12.334500 18.202170  0.55

Cartesian forces, eV/Å:
-0.32 -0.64 -0.42
0.24 0.04 0.10
-0.28 0.00 -0.39
0.23 -0.03 0.51
1.13 1.39 0.90
-1.22 -0.19 -0.61
0.51 1.90 0.28
0.49 -0.21 0.44
-1.78 -0.97 -0.55
-0.60 -0.22 -0.06
1.84 -0.01 0.35
1.37 -0.14 0.85
0.32 0.21 0.45
-0.03 -0.07 0.53
-0.56 0.56 -0.83
-0.48 -2.03 -1.31
0.85 -0.13 -1.79
-0.06 -0.44 -0.28
0.12 1.75 1.11
0.00 0.70 -0.56
-0.92 0.33 -0.10
-0.28 -0.03 -0.45
-0.33 0.98 -0.25
-1.07 0.34 -0.06
0.13 0.06 -0.20
-0.01 0.29 0.06
-0.24 -0.32 -0.05
1.30 -1.40 0.20
-0.41 0.98 -0.23
0.13 -0.39 -0.06
-0.95 -0.66 -0.09
2.49 4.01 0.25
-0.38 -0.10 1.81
1.46 -0.38 -0.50
-2.26 0.21 0.58
-2.02 -1.65 -0.84
0.12 -0.24 -0.37
0.37 0.74 0.06
-0.64 -0.25 0.68
0.87 -0.06 -0.36
0.79 -0.35 0.98
0.08 -3.58 0.18

=====

Record 4
This record from the Open Molecules 2025 dataset describes a structure of composition C11H14Br3Cl3O9 in a non-equilibrium geometry. The level of theory is ωB97M-V/def2-TZVPD.

Multiplicity ... 2
E_HOMO (spin up / spin down) ... -12.86 / -12.82 eV
Orbital gap (spin up / spin down) ... 7.6 / 2.6 eV
Calculated total energy ... -10206.90401 Ha
Total charge ... +1

Each line ends with the Mulliken charge.
Geometry (Å):
O: 2.047277 -1.986874 -6.784890  -0.33
O: 3.225927 0.602796 1.705140  -0.30
H: -4.150973 0.295216 4.429950  0.27
C: -1.765803 0.385546 2.790900  0.58
H: 0.589107 -1.662574 -5.327090  0.22
H: -5.097103 1.748896 -0.211060  0.30
Br: -1.310183 -2.762574 -0.842660  0.14
C: -0.289693 -1.087994 -1.112330  0.08
O: -0.927693 -0.219254 2.150930  -0.41
H: -0.744513 -0.215634 -0.643050  0.02
H: 2.617807 0.586646 4.372510  0.28
C: -2.803683 1.951096 4.156100  -0.14
H: 1.426807 -3.246394 -5.227280  0.27
C: -3.800773 0.919616 3.608010  -0.39
C: 1.532087 -2.189574 -5.472560  -0.22
C: 1.957787 0.542346 2.354890  0.49
Cl: -4.611193 3.461966 -1.682310  -0.10
O: -1.547063 1.320366 3.779850  -0.32
O: 3.701747 -1.701144 -5.454810  -0.35
C: 3.946887 -0.480814 2.114690  0.62
H: 1.519297 -0.692114 4.054610  0.33
C: -4.364963 2.556376 -0.204080  -0.02
Br: 1.654227 -1.319734 -0.698800  0.41
C: 2.351827 -0.146224 3.610760  -0.22
H: -3.005283 2.089256 5.218340  0.33
H: 1.522387 1.539606 2.418010  0.32
C: 2.615947 -1.653524 -4.591280  -0.13
Cl: -2.756753 1.840076 -0.063960  -0.09
H: 2.756097 -2.385714 -3.796070  0.13
O: 5.040027 -0.911304 1.720980  -0.52
C: 3.338697 -1.685174 -6.737030  0.64
H: -3.086413 2.859806 3.624680  0.18
Br: -0.399273 -0.517714 -3.015240  0.19
Cl: -4.671873 3.640516 1.163270  -0.13
H: -4.616513 1.386886 3.056350  0.25
O: 3.348997 -1.004254 3.224900  -0.31
H: 1.281267 0.111666 1.616690  -0.55
H: 2.501357 -0.615144 -4.280230  0.29
O: -3.112343 0.160596 2.705870  -0.31
O: 4.086537 -1.515544 -7.732700  -0.55

Cartesian forces, eV/Å:
-1.52 -0.03 -0.63
0.98 -0.46 -0.84
-0.32 -0.17 -0.20
-0.83 -0.34 0.74
0.01 -0.23 -0.49
0.22 0.14 0.25
1.00 1.53 -0.03
-0.70 -0.90 -0.88
-1.12 1.29 0.90
0.43 -0.48 0.74
0.69 0.06 -0.06
-1.51 -0.90 -1.00
-0.30 -0.13 -0.61
-1.31 0.91 1.58
-0.61 0.03 0.02
0.41 1.31 -0.98
0.27 -0.10 -0.26
0.16 0.14 -0.75
2.67 0.43 0.18
3.70 -1.16 0.54
0.05 -0.26 -0.11
-0.64 0.21 0.00
-1.53 0.47 -0.51
-3.04 0.20 1.24
1.01 -0.13 -0.01
0.40 0.21 0.45
-0.11 -0.13 0.09
0.18 0.03 -0.16
0.35 0.56 0.44
-4.03 1.77 0.31
2.90 -0.01 -3.92
1.30 0.38 -0.04
0.66 -0.45 1.09
0.02 -0.26 0.10
-0.18 0.00 0.43
1.28 -0.54 -0.84
-0.39 -1.15 0.22
-0.20 -0.06 0.41
2.76 -1.26 -1.76
-3.08 -0.53 4.32

=====

Short version: molar mass = 450.17; 482.24; 1181.09; 636.29 g/mol, in the order given.